This record from the OMol25 dataset describes a structure of composition C4H5NS in a non-equilibrium geometry. The level of theory is ωB97M-V/def2-TZVPD.

As for the energy above the lowest of the compared OMol25 structures with the same formula, charge and spin: 4.056 eV. For the HOMO-LUMO gap (alpha / beta), the calculation gives 8.18 / 8.18 eV. As for the total charge: 0.

Each line ends with the Löwdin charge.
Cartesian coordinates (Å):
S (-1.8425, -0.3721, 0.1887)  0.977
N (-1.3904, 1.1113, 0.3155)  -0.404
C (0.4640, -0.1788, -0.2864)  -0.371
C (1.1364, -0.6326, 0.7772)  0.021
C (-0.6778, -1.0569, -0.6985)  -0.397
C (-0.1120, 1.2994, -0.3902)  -0.238
H (0.3740, 2.0201, 0.2684)  0.106
H (1.8457, 0.0154, 1.3724)  0.089
H (1.4389, -1.6261, 0.8472)  0.040
H (-0.7676, -2.0900, -0.9492)  0.050
H (-0.4687, 1.5102, -1.4452)  0.126